1.
{
  "formula": "C9H16N2S2",
  "method": "ωB97M-V/def2-TZVPD",
  "homo_lumo_gap_ev": [7.08, 7.08],
  "spin_multiplicity": 1,
  "de_lowest_ev": 4.863,
  "elements": ["C", "H", "H", "C", "C", "H", "H", "H", "H", "H", "C", "S", "H", "N", "H", "C", "S", "C", "H", "H", "H", "N", "C", "H", "H", "C", "H", "H", "C"],
  "coordinates": [[1.168836, -0.468122, 0.016538], [-0.802044, -2.624707, 1.689447], [-0.508677, 2.240709, -0.184650], [0.659100, -0.828716, -2.502097], [-1.817170, 1.913356, 1.878769], [-1.175634, -0.647765, 2.731044], [-0.135882, -0.294950, -2.022349], [-0.801549, 2.142937, 1.927733], [-2.112785, -2.142655, 0.625865], [-1.809587, 3.004952, -1.370645], [2.270792, 0.053675, -0.875650], [0.944612, 0.134631, 1.529375], [2.683592, -0.073557, -2.804673], [1.793396, -0.014778, -2.258631], [-2.733065, 0.094174, 1.661184], [-1.171818, 2.135004, -1.045311], [-2.249187, 0.694122, -0.608073], [-1.052491, -1.793505, 1.072107], [-2.499697, 2.641104, 1.261554], [0.618205, -0.950809, -3.623763], [5.332438, 1.207915, -0.977221], [4.752165, 0.436646, -0.903067], [3.581349, 0.430729, -0.784200], [-0.297235, -1.815675, 0.266201], [-0.458188, 1.862416, -1.876598], [-1.962396, 0.591865, 1.214130], [-2.329094, 1.865830, 2.875446], [0.728306, -1.767907, -2.001532], [-0.959011, -0.486503, 1.683333]],
  "forces_ev_per_angstrom": [[2.851, 2.053, -0.707], [0.343, -0.369, 1.034], [-0.313, 0.771, -0.182], [0.523, -0.083, -1.792], [-3.831, 1.011, -0.266], [0.441, 0.626, 0.654], [-1.102, -0.103, -0.404], [1.433, 1.184, 0.286], [2.177, 1.344, 0.797], [0.942, -0.755, 0.756], [-1.552, -1.088, 0.363], [-1.489, -0.482, 0.050], [-1.750, -0.572, -0.248], [3.919, 1.726, 0.446], [-3.218, -0.899, 0.288], [0.211, -0.615, -0.978], [0.332, 0.270, 0.322], [-1.924, -2.382, -2.941], [1.757, -0.860, 1.254], [-0.540, 0.152, 1.218], [1.164, 1.958, -0.049], [1.887, -1.951, -0.011], [-4.866, -0.533, 0.658], [-0.689, -0.202, -0.265], [-0.986, 0.136, 0.637], [2.233, -0.706, -1.346], [0.922, 0.120, -0.564], [-0.066, -1.111, 0.086], [1.193, 1.361, 0.907]],
  "nbo_charge": [-0.336, 0.217, 0.228, -0.411, -0.632, 0.209, 0.220, 0.213, 0.218, 0.227, -0.177, 0.315, 0.360, -0.612, 0.222, -0.755, 0.170, -0.682, 0.230, 0.200, 0.389, -0.590, 0.447, 0.270, 0.236, -0.338, 0.221, 0.184, -0.245]
}

2.
{
  "formula": "C3H4N2O",
  "method": "ωB97M-V/def2-TZVPD",
  "homo_lumo_gap_ev": 11.75,
  "spin_multiplicity": 1,
  "de_lowest_ev": 1.490,
  "elements": ["C", "N", "N", "H", "O", "C", "H", "C", "H", "H"],
  "coordinates": [[-0.341754, -1.335906, -0.149429], [-1.139580, -0.921205, -1.032904], [-0.002343, 2.430246, 1.903264], [-0.286831, -2.336461, 0.287669], [0.623398, -0.573485, 0.412487], [0.300579, 1.694569, 1.064277], [1.777914, 0.973441, -0.242441], [0.724684, 0.779522, -0.013305], [0.116591, 0.950754, -0.906460], [-1.772658, -1.661474, -1.323157]],
  "forces_ev_per_angstrom": [[-0.161, 0.020, -0.149], [0.224, -0.160, 0.274], [0.290, -0.760, -0.863], [-0.054, 0.138, -0.095], [-0.003, -0.041, 0.022], [-0.259, 0.566, 0.657], [-0.206, -0.037, 0.060], [0.032, 0.186, -0.110], [0.076, 0.002, 0.164], [0.061, 0.085, 0.041]],
  "nbo_charge": [0.414, -0.718, -0.294, 0.165, -0.486, 0.251, 0.232, -0.189, 0.262, 0.364]
}

3.
{
  "formula": "C3H13N3",
  "method": "ωB97M-V/def2-TZVPD",
  "homo_lumo_gap_ev": 10.05,
  "spin_multiplicity": 1,
  "de_lowest_ev": 0.392,
  "elements": ["C", "H", "C", "H", "H", "H", "C", "N", "H", "N", "H", "H", "N", "H", "H", "H", "H", "H", "H"],
  "coordinates": [[0.327898, -2.757431, 0.602541], [1.093954, -2.981658, 1.363053], [-0.591936, 2.038779, 0.484623], [-1.316491, 0.221477, -0.058070], [0.379423, 1.632828, 0.772435], [-2.470636, 1.338610, 0.274124], [1.765508, -1.368621, -0.717769], [0.471922, -1.479373, -0.040851], [-1.330692, 2.895886, -1.210774], [-0.421490, 2.671345, -0.827172], [-0.662435, -2.867180, 1.056264], [-0.843184, 2.788526, 1.238754], [-1.581152, 0.966459, 0.591866], [1.739652, -1.994709, -1.602692], [2.600808, -1.645902, -0.064730], [0.375354, -3.549603, -0.147191], [0.367882, -0.715534, 0.612709], [1.930369, -0.347462, -1.039098], [0.012725, 2.001326, -1.451315]],
  "forces_ev_per_angstrom": [[-0.427, -0.603, 0.266], [-0.046, 0.099, -0.058], [0.018, -0.069, 0.040], [-0.267, 0.118, 0.172], [0.035, 0.014, 0.022], [-0.090, -0.193, 0.106], [-0.459, 0.122, 0.351], [0.325, 0.450, -0.424], [-0.019, 0.101, -0.105], [0.066, -0.195, 0.452], [0.160, 0.220, 0.076], [-0.016, 0.097, -0.212], [0.310, 0.040, -0.404], [0.222, -0.204, -0.110], [0.114, -0.164, -0.093], [0.143, 0.031, -0.093], [0.020, -0.170, 0.252], [-0.021, 0.246, -0.107], [-0.068, 0.058, -0.129]],
  "nbo_charge": [-0.414, 0.162, -0.063, 0.362, 0.167, 0.346, -0.413, -0.634, 0.346, -0.839, 0.204, 0.177, -0.850, 0.192, 0.166, 0.190, 0.355, 0.194, 0.349]
}

4.
{
  "formula": "C3H8NdO3",
  "method": "ωB97M-V/def2-TZVPD",
  "s_squared": 3.773,
  "total_charge": 1,
  "homo_lumo_gap_ev": [7.53, 8.07],
  "spin_multiplicity": 4,
  "de_lowest_ev": 1.090,
  "elements": ["H", "Nd", "H", "C", "H", "C", "C", "H", "O", "O", "O", "H", "H", "H", "H"],
  "coordinates": [[3.941847, -1.455633, -0.813213], [-0.044738, -0.052201, -1.641005], [-3.071077, -0.585233, 0.345030], [3.485267, -0.547520, -1.252575], [-3.151477, 1.190919, -0.002839], [-1.253739, 0.386313, 1.906489], [-2.567322, 0.261893, -0.168121], [-1.369256, 1.396131, 2.331002], [-1.279138, 0.463657, 0.498267], [2.194204, -0.795437, -1.685330], [-2.256847, 0.022253, -1.459444], [-2.051590, -0.276376, 2.276232], [4.156676, -0.233454, -2.077793], [3.540814, 0.241868, -0.474222], [-0.273626, -0.017180, 2.217524]],
  "forces_ev_per_angstrom": [[-0.259, 0.300, -0.157], [1.454, -0.859, 0.630], [0.231, 0.296, -0.315], [1.436, 0.025, 0.399], [0.150, -0.404, -0.252], [0.308, 0.170, 1.161], [-0.801, 0.326, 0.920], [-0.069, -0.405, -0.064], [0.853, -0.461, -1.259], [-4.049, 1.258, -0.026], [1.513, -0.259, -0.720], [0.267, 0.219, -0.145], [-0.432, -0.117, 0.245], [-0.107, -0.264, -0.288], [-0.494, 0.174, -0.126]],
  "mulliken_spin": [-0.004, 3.094, -0.001, 0.002, -0.001, -0.001, 0.002, 0.000, -0.002, -0.057, -0.029, 0.000, -0.001, -0.003, 0.000]
}

5.
{
  "formula": "C6H23O6",
  "method": "ωB97M-V/def2-TZVPD",
  "total_charge": -1,
  "homo_lumo_gap_ev": 4.96,
  "spin_multiplicity": 1,
  "de_lowest_ev": 5.362,
  "elements": ["H", "H", "H", "H", "H", "H", "H", "H", "H", "H", "H", "H", "C", "H", "C", "H", "H", "O", "O", "H", "C", "O", "C", "O", "C", "H", "H", "H", "H", "O", "H", "H", "O", "C", "H"],
  "coordinates": [[-3.448421, -0.228975, 0.563938], [0.359915, -2.971681, 2.730218], [1.216383, 2.979571, -0.888972], [2.602493, 1.290313, 1.922960], [3.171688, 0.009560, 3.053831], [-2.948452, -2.325447, -0.307572], [0.713411, -1.381781, 0.187429], [-1.274729, 1.323510, -4.795651], [-5.130478, -0.627585, 0.133455], [3.898974, 3.542656, -1.518381], [2.298485, 1.889408, -1.856818], [2.581733, 2.164922, -0.141577], [-4.163205, -1.045405, 0.406079], [-1.576368, -1.900374, 2.265295], [2.232873, 2.635541, -1.065705], [2.553122, -0.418823, 1.479126], [0.210676, 2.352012, -3.217078], [-0.714909, 0.775131, -4.234488], [1.078351, 0.207277, 2.739110], [-1.739662, -1.428956, 3.937322], [-1.271869, -2.163673, 3.288080], [-3.689590, -1.838224, -0.685736], [0.430445, 1.567864, -3.948856], [2.977855, 3.805791, -1.432252], [2.414509, 0.290216, 2.309039], [0.896561, 1.999281, -4.840281], [0.916743, -0.712780, 3.034196], [1.151957, 0.912171, -3.460304], [-4.216923, -1.641047, 1.322991], [0.140700, -2.277419, 3.362266], [-1.751659, -3.135098, 3.462900], [0.480070, 0.042931, -0.854796], [0.384882, -1.773989, -1.809424], [0.147846, -1.012227, -0.698585], [-0.933403, -0.904669, -0.441757]],
  "forces_ev_per_angstrom": [[-0.202, 0.089, 0.181], [0.253, 0.223, -0.052], [-0.058, -0.263, -0.216], [0.028, 0.052, 0.197], [-0.193, 0.307, 0.293], [0.276, 0.046, -0.618], [-0.194, 0.115, 0.501], [-0.110, -0.203, 0.106], [-0.055, -0.110, 0.103], [-0.058, 0.057, -0.028], [-0.349, -0.019, 0.055], [0.113, 0.192, -0.027], [0.760, 0.042, -0.529], [0.181, 0.214, 0.090], [0.179, 0.128, 0.047], [0.137, 0.234, -0.114], [-0.106, 0.150, -0.184], [0.081, 0.571, -0.441], [0.140, -0.006, 0.777], [0.718, 0.116, 0.364], [-0.991, -0.598, -1.280], [-0.446, -0.137, 0.739], [0.158, -0.449, 0.601], [0.206, -0.095, 0.223], [-0.003, -0.796, -0.830], [-0.094, 0.025, -0.057], [-0.094, 0.505, -0.338], [-0.095, -0.164, -0.141], [-0.301, 0.104, 0.033], [-0.264, -0.192, 0.515], [0.101, 0.063, 0.339], [0.057, 0.321, 0.356], [-0.185, 0.167, 0.636], [0.589, -0.596, -1.695], [-0.177, -0.093, 0.395]],
  "nbo_charge": [0.174, 0.485, 0.185, 0.167, 0.138, 0.472, 0.067, 0.441, 0.169, 0.455, 0.179, 0.164, -0.254, 0.185, -0.252, 0.174, 0.152, -0.689, -0.750, 0.187, -0.259, -0.714, -0.256, -0.738, -0.248, 0.141, 0.489, 0.206, 0.147, -0.734, 0.155, 0.072, -0.983, -0.195, 0.066]
}

6.
{
  "formula": "C6H9N2",
  "method": "ωB97M-V/def2-TZVPD",
  "total_charge": 1,
  "homo_lumo_gap_ev": 8.41,
  "spin_multiplicity": 1,
  "de_lowest_ev": 4.616,
  "elements": ["C", "C", "H", "C", "N", "H", "C", "H", "H", "H", "H", "H", "C", "H", "N", "C", "H"],
  "coordinates": [[0.172752, 1.046814, -0.633823], [-0.343832, 0.758593, -1.829900], [-1.160536, -1.661287, 1.167827], [0.964385, 1.941075, 1.237929], [0.276215, -0.202646, 0.902112], [0.647264, -2.267624, 0.699838], [0.651164, 0.648758, 1.758295], [0.182307, -2.004994, 2.262509], [-1.006349, -1.177696, -1.180143], [-0.581312, 1.694102, -2.402755], [-1.752716, -0.385401, -2.979841], [1.499592, 2.630660, 1.835747], [-0.058270, -1.584674, 1.197673], [0.836798, 0.274944, 2.801744], [0.669832, 2.048904, -0.015068], [-0.878780, -0.595841, -2.219449], [-0.118514, -1.163687, -2.602696]],
  "forces_ev_per_angstrom": [[-0.603, -1.765, 0.053], [-0.761, 0.114, 0.807], [0.659, -0.632, -0.866], [-0.138, -0.014, -1.244], [-0.246, 0.799, -1.278], [-1.132, 0.227, -1.011], [0.628, -2.282, 1.728], [-0.318, 1.812, -1.145], [-0.836, 1.206, -2.527], [0.690, -1.032, 0.165], [1.534, -1.195, 1.882], [0.081, 1.106, 0.122], [0.408, -1.211, 2.303], [-0.249, 0.889, -0.946], [0.904, 1.592, 1.497], [-2.522, 1.674, 2.273], [1.902, -1.290, -1.815]],
  "nbo_charge": [0.363, -0.081, 0.254, 0.061, -0.299, 0.256, 0.094, 0.240, 0.241, 0.288, 0.276, 0.243, -0.483, 0.246, -0.300, -0.655, 0.256]
}

7.
{
  "formula": "C2H9N4O",
  "method": "ωB97M-V/def2-TZVPD",
  "total_charge": 1,
  "homo_lumo_gap_ev": 9.44,
  "spin_multiplicity": 1,
  "de_lowest_ev": 6.425,
  "elements": ["H", "N", "N", "H", "C", "C", "H", "H", "H", "O", "N", "H", "H", "N", "H", "H"],
  "coordinates": [[-0.163607, -2.318472, 1.875349], [2.077757, 0.657392, 0.111317], [-0.712201, 0.977428, -0.056706], [0.650528, -3.456782, 0.896863], [-1.898690, 0.445473, -0.651800], [1.558415, -0.439073, 0.402116], [1.439426, 1.415633, -0.130982], [3.002638, 0.663136, -0.135060], [-0.661622, 1.270308, 0.891153], [-0.189632, 2.040136, -0.768003], [0.587592, -2.525990, 1.244216], [-0.306474, 1.900935, -1.727967], [-1.531741, -0.129514, -1.564323], [1.086066, -1.494185, 0.548221], [-2.386589, -0.213356, 0.064560], [-2.551865, 1.206932, -0.998953]],
  "forces_ev_per_angstrom": [[-0.028, 0.253, 0.137], [-1.475, 1.936, 0.065], [0.834, -1.735, 0.086], [0.074, -0.147, -0.913], [0.979, -1.184, -0.772], [-1.848, -3.723, 0.763], [-0.020, 0.383, -0.579], [2.891, 0.449, -0.431], [-1.049, 0.499, 0.691], [0.791, 1.869, -1.093], [0.367, 0.904, 0.634], [-0.020, -0.257, 0.586], [-0.788, 0.336, 1.056], [0.270, -0.297, 0.110], [-0.071, -0.059, -0.216], [-0.907, 0.773, -0.126]],
  "nbo_charge": [0.410, -0.768, -0.385, 0.421, -0.435, 0.705, 0.469, 0.439, 0.366, -0.595, -0.612, 0.488, 0.192, -0.127, 0.227, 0.205]
}